Entry 1:
Entry from the Open Molecules 2025 dataset: a structure of composition C2H3FHgO in a non-equilibrium geometry (wB97M-V/def2-TZVPD).

Summary:
- Kohn-Sham gap (alpha / beta): 5.8 / 5.8 eV
- ΔE to the lowest compared entry with this formula, charge and spin: 18.6 kcal/mol
- F_max: 5.00 eV/Å
- HOMO (alpha / beta): -20.15 / -20.14 eV
- Net charge: +2
- LUMO level (alpha / beta): -0.5271 / -0.5271 Eh

Geometry as XYZ:
```
8
Properties=species:S:1:pos:R:3:lowdin_charge:R:1
H 0.0684 -1.3104 -0.7493 0.271
C 0.3467 0.9062 -0.4960 -0.001
C -0.6579 0.2280 0.1072 -0.090
O -0.3776 -1.1216 0.2076 -0.228
H 0.2122 1.9486 -0.7864 0.173
F 1.6047 0.6211 -0.1235 0.087
H -1.7033 0.5283 0.0787 0.170
Hg 0.5067 -1.8003 1.7617 1.618
```


Entry 2:
Entry from the Open Molecules 2025 dataset: a structure of composition C27H33GeN2SSe2Te2W in a non-equilibrium geometry (wB97M-V/def2-TZVPD).

Summary:
- Kohn-Sham gap (alpha / beta): 4.6 / 4.6 eV
- ΔE to the lowest compared entry with this formula, charge and spin: 149.4 kcal/mol
- F_max: 3.80 eV/Å
- HOMO (alpha / beta): -9.74 / -9.73 eV
- Net charge: +1
- LUMO level (alpha / beta): -0.1885 / -0.1899 Eh

Geometry as XYZ:
```
69
Properties=species:S:1:pos:R:3:lowdin_charge:R:1
W 1.0807 -0.7320 0.3113 0.124
Se 0.8547 -2.5205 1.7654 0.234
Te 2.2068 0.2593 2.2917 0.306
Te 3.2946 1.4051 4.4380 0.277
Se 1.8299 1.6604 0.2676 0.085
S 3.4012 -1.2963 -0.1902 0.539
C 2.7970 -2.8629 -0.5007 -0.890
N 3.4127 -3.9795 -0.0569 0.109
C 2.7818 -5.1977 -0.2427 0.008
C 1.6402 -5.2440 -0.9950 -0.014
C 1.1016 -4.0590 -1.4943 -0.049
N 1.6601 -2.8594 -1.1725 -0.103
H 4.2082 -3.8979 0.5662 0.169
H 3.2250 -6.0481 0.2444 0.141
H 1.1309 -6.1743 -1.1682 0.121
H 0.2095 -3.9986 -2.0959 0.120
C -0.7864 0.1393 1.0797 -0.214
C -1.0820 0.7107 2.1355 -0.160
C -1.1132 1.3228 3.4022 -0.095
C -0.7337 0.4630 4.4946 -0.193
C -0.9506 -0.9348 4.4255 -0.032
C -0.4304 -1.7770 5.3838 -0.060
C 0.3594 -1.2640 6.4069 -0.031
C 0.5847 0.1058 6.4935 -0.099
C 0.0300 0.9682 5.5675 -0.101
C -1.2213 2.7459 3.5406 -0.166
C -1.6594 3.3123 4.7557 -0.017
C -1.6396 4.6779 4.9332 -0.049
C -1.1828 5.5100 3.9176 -0.034
C -0.7964 4.9699 2.6956 -0.043
C -0.8333 3.6095 2.4976 0.008
H -1.5644 -1.3414 3.6315 0.114
H -0.6150 -2.8375 5.3128 0.114
H 0.8160 -1.9298 7.1205 0.116
H 1.2439 0.5093 7.2479 0.109
H 0.2766 2.0207 5.6168 0.098
H -2.0517 2.6674 5.5289 0.126
H -1.9832 5.1017 5.8661 0.115
H -1.1339 6.5753 4.0755 0.115
H -0.4674 5.6178 1.9000 0.115
H -0.4973 3.1949 1.5561 0.082
C 1.0573 2.1272 -6.1386 -0.111
C 1.8314 0.8572 -5.8129 -0.268
C 1.1708 0.0169 -4.7177 -0.332
C 1.2107 0.6464 -3.3340 -0.352
Ge 0.1576 -0.5109 -2.0307 0.769
C -1.7120 0.3057 -1.9977 -0.355
C -2.4813 0.2253 -3.3135 -0.294
C -3.4217 -0.9721 -3.4221 -0.270
C -2.7365 -2.3300 -3.3448 -0.135
H 1.4751 2.5946 -7.0274 0.070
H 1.1082 2.8523 -5.3287 0.065
H 0.0120 1.8972 -6.3411 0.074
H 2.8559 1.1086 -5.5306 0.107
H 1.8777 0.2388 -6.7136 0.105
H 1.6702 -0.9540 -4.6786 0.096
H 0.1311 -0.1584 -4.9983 0.080
H 0.7567 1.6384 -3.3457 0.058
H 2.2544 0.7799 -3.0217 0.054
H -0.0204 -1.7012 -2.9679 -0.042
H -1.5744 1.3588 -1.7181 0.058
H -2.3213 -0.1427 -1.2026 0.045
H -1.7829 0.2174 -4.1518 0.081
H -3.0910 1.1272 -3.4163 0.108
H -3.9389 -0.9005 -4.3821 0.107
H -4.1767 -0.9045 -2.6352 0.108
H -1.9347 -2.3861 -4.0807 0.060
H -3.4597 -3.1150 -3.5512 0.069
H -2.3209 -2.5089 -2.3500 0.051
```


Entry 3:
Entry from the Open Molecules 2025 dataset: a structure of composition C11H13ClDy in a non-equilibrium geometry (wB97M-V/def2-TZVPD).

Summary:
- Kohn-Sham gap (alpha / beta): 4.8 / 4.9 eV
- ΔE to the lowest compared entry with this formula, charge and spin: 0.0 kcal/mol
- F_max: 2.93 eV/Å
- Multiplicity: 6
- HOMO (alpha / beta): -2.86 / -2.86 eV
- Net charge: -1
- LUMO level (alpha / beta): 0.0723 / 0.0758 Eh

Geometry as XYZ:
```
26
Properties=species:S:1:pos:R:3:lowdin_charge:R:1
C -2.9714 -1.1347 -0.0068 -0.325
C -2.0807 -1.3146 -1.1268 -0.215
C -1.5648 -0.0591 -1.5092 -0.159
H -1.7680 -2.2620 -1.5928 0.101
C -2.0857 0.9172 -0.6550 -0.162
C -2.9340 0.2785 0.2880 -0.282
H -3.4010 0.7654 1.1440 0.088
H -3.3281 -1.9083 0.6449 0.068
H -0.9035 0.1438 -2.3558 0.099
H -1.7927 1.9709 -0.7029 0.107
Dy -0.8928 -0.9953 1.4255 1.348
Cl -0.1123 -3.3285 2.0316 -0.302
C 3.1215 0.0796 0.1391 -0.230
C 2.6184 1.2999 -0.3998 -0.221
C 1.9689 0.9998 -1.6304 -0.232
H 2.6392 2.2727 0.0823 0.053
C 2.1008 -0.4089 -1.8625 -0.237
C 2.7966 -0.9746 -0.7598 -0.230
H 3.0123 -2.0312 -0.6163 0.054
H 3.5515 -0.0374 1.1301 0.051
H 1.3574 1.6831 -2.2295 0.055
H 1.6719 -0.9553 -2.7194 0.059
C -0.3012 1.0483 2.5245 -0.357
H 0.6112 0.8213 3.1083 -0.046
H -1.1173 0.9976 3.2960 -0.053
H -0.1963 2.1318 2.3526 -0.031
```


Entry 4:
Entry from the Open Molecules 2025 dataset: the molecule C2H3O2P in a non-equilibrium geometry (wB97M-V/def2-TZVPD).

Summary:
- Kohn-Sham gap: 9.4 eV
- ΔE to the lowest compared entry with this formula, charge and spin: 25.2 kcal/mol
- F_max: 2.88 eV/Å
- Structure (SMILES): O=[P@@]12C[C@@H]1O2
- HOMO: -9.34 eV
- Net charge: 0
- LUMO level: 0.0026 Eh

Geometry as XYZ:
```
8
Properties=species:S:1:pos:R:3:lowdin_charge:R:1
O -2.8746 0.2039 0.8858 -0.450
P -2.3428 -0.0047 -0.4484 0.890
C -0.2140 0.3749 -0.2869 -0.122
C -0.4278 -0.9002 0.2269 -0.339
O -1.3937 -1.6141 -0.2796 -0.228
H 0.1931 1.1599 0.2137 0.041
H -0.3445 0.6160 -1.3505 0.063
H -0.1477 -1.3879 1.1891 0.146
```


Entry 5:
Entry from the Open Molecules 2025 dataset: a structure of composition C2H3NOS3 in a non-equilibrium geometry (wB97M-V/def2-TZVPD).

Summary:
- Kohn-Sham gap (alpha / beta): 6.6 / 6.6 eV
- ΔE to the lowest compared entry with this formula, charge and spin: 44.4 kcal/mol
- F_max: 3.10 eV/Å
- HOMO (alpha / beta): -8.82 / -8.82 eV
- Net charge: 0
- LUMO level (alpha / beta): -0.0817 / -0.0818 Eh

Geometry as XYZ:
```
10
Properties=species:S:1:pos:R:3:lowdin_charge:R:1
C 0.9830 1.2259 -0.0844 -1.032
C 0.0995 0.0936 0.0080 -0.108
N 1.9119 1.0679 -0.9218 -0.450
O 2.5591 4.9739 -1.3046 -0.572
S 0.7867 2.5420 0.9323 0.689
S 2.9441 2.1540 -1.5311 0.645
S 2.8767 3.9201 -0.3879 0.577
H 0.3581 -0.5969 -0.7562 0.077
H -0.8988 0.5755 -0.2051 0.109
H 0.1150 -0.1936 1.0225 0.065
```


Entry 6:
Entry from the Open Molecules 2025 dataset: a cluster of 2 separate species, C2H5NO in total in a non-equilibrium geometry (wB97M-V/def2-TZVPD).

Summary:
- Kohn-Sham gap: 10.7 eV
- ΔE to the lowest compared entry with this formula, charge and spin: 59.5 kcal/mol
- F_max: 1.35 eV/Å
- Structure (SMILES): C=N.C=O
- HOMO: -9.82 eV
- Net charge: 0
- LUMO level: 0.0341 Eh

Geometry as XYZ:
```
9
Properties=species:S:1:pos:R:3:lowdin_charge:R:1
C -1.3717 -1.6672 2.4824 -0.161
N -2.5391 -1.2858 2.7227 0.008
H -0.7862 -1.0585 1.7978 0.053
H -0.8921 -2.5660 2.8759 0.059
H -3.1751 -1.7885 3.3449 0.042
C 2.1733 2.0962 -3.2867 -0.146
O 2.6611 1.2699 -4.0073 -0.007
H 2.3059 3.1626 -3.5480 0.080
H 1.6239 1.8373 -2.3817 0.073
```


> Number 6 is which compound?

C2H5NO


> Which of these has the highest F_max?

C2H3FHgO


> Which formula does entry 2 have?

C27H33GeN2SSe2Te2W